1.
{"formula": "CH5N3S", "method": "wB97M-V/def2-TZVPD", "fmax_ev_per_a": 6.31, "energy_ha": -603.41243, "gap_ev": 8.94, "homo_ev": -8.703, "species": ["C", "H", "H", "H", "H", "H", "N", "N", "N", "S"], "coordinates": [[0.318, 0.018, -0.079], [0.889, 1.250, 1.225], [0.335, 2.137, -0.425], [1.920, -0.565, 0.798], [-1.745, 0.645, -0.678], [-1.557, -2.199, 0.645], [0.915, 1.355, -0.086], [1.117, -0.932, 0.139], [-0.925, 0.063, -0.785], [-1.268, -1.774, -0.753]], "atomic_forces_ev_per_a": [[0.865, 4.292, -2.987], [0.412, 1.973, -4.860], [-0.247, -0.592, 0.757], [-1.603, -0.680, -2.360], [0.531, 0.194, 0.772], [0.618, 1.399, -2.161], [-0.354, -0.747, 6.259], [0.448, -0.477, 2.987], [1.343, -5.925, 0.997], [-2.012, 0.564, 0.596]]}

=====

2.
{"formula": "C4H7N3OS", "method": "wB97M-V/def2-TZVPD", "smiles": "CNc1nc(=O)n(C)s1", "fmax_ev_per_a": 3.83, "energy_ha": -794.27685, "gap_ev": 9.06, "homo_ev": -8.632, "species": ["C", "N", "C", "N", "C", "O", "N", "C", "S", "H", "H", "H", "H", "H", "H", "H"], "coordinates": [[0.900, 2.825, 0.326], [1.463, 1.521, -0.083], [0.759, 0.406, 0.011], [1.297, -0.718, -0.037], [0.376, -1.746, -0.149], [0.703, -2.895, -0.232], [-0.853, -1.248, -0.051], [-1.911, -2.229, -0.342], [-1.055, 0.342, 0.248], [0.859, 2.914, 1.509], [1.616, 3.624, -0.031], [-0.155, 2.916, -0.227], [2.424, 1.541, 0.255], [-2.656, -1.675, -1.053], [-2.391, -2.397, 0.621], [-1.377, -3.182, -0.766]], "atomic_forces_ev_per_a": [[-1.231, 0.265, 0.194], [0.570, 3.648, 1.020], [-1.116, 0.425, 0.568], [1.295, -1.254, -0.601], [2.689, 0.866, 1.114], [-0.269, -1.528, -0.490], [-2.303, -2.956, -0.808], [-0.670, 0.911, -1.063], [1.033, 1.674, -0.377], [-0.396, -0.119, -2.410], [-1.083, -0.822, 0.253], [2.238, 0.215, 1.551], [-0.213, -1.156, -0.512], [1.167, -1.531, 1.050], [-0.409, -0.630, -0.264], [-1.304, 1.991, 0.776]]}

=====

3.
{"formula": "C2H4NPS", "method": "wB97M-V/def2-TZVPD", "fmax_ev_per_a": 3.48, "energy_ha": -872.71452, "gap_ev": [7.12, 6.70], "homo_ev": [-8.545, -7.759], "species": ["C", "C", "N", "P", "S", "H", "H", "H", "H"], "coordinates": [[-0.548, 0.216, -0.667], [0.099, -0.314, 0.615], [-1.091, -1.001, -0.037], [-2.541, -1.612, 0.104], [-3.953, 1.028, -0.171], [-1.396, 0.884, -0.783], [0.096, 0.106, -1.569], [1.147, -0.757, 0.549], [-0.092, 0.014, 1.623]], "atomic_forces_ev_per_a": [[0.468, -1.042, 0.128], [-0.519, -0.359, -0.760], [3.426, 0.314, -0.554], [-1.820, 1.413, 0.156], [0.808, -1.713, 0.213], [0.460, 0.855, 0.570], [-0.684, -0.224, 0.670], [-1.774, 0.148, -0.380], [-0.366, 0.608, -0.043]]}